Molecular formula: C34H33AsINO6P
Method: DFT, ωB97M-V/def2-TZVPD

Results
net charge: -1
energy above the lowest of the compared OMol25 structures with the same formula, charge and spin: 0.0 kJ/mol

Positions of all 77 atoms, in Å:
C: 3.6704 0.3771 -4.3299
C: 3.9885 1.8003 -4.7101
O: 4.8348 2.4227 -4.1070
N: 3.3211 2.3900 -5.8303
C: 1.8471 2.3977 -5.8460
C: 1.2716 3.6332 -5.1764
C: 1.3318 3.7129 -3.6397
C: 0.0193 3.3938 -2.9220
As: -0.2052 1.4386 -2.3398
P: -1.7624 1.1126 -4.2088
O: -1.2740 -0.3812 -4.7870
I: -3.9878 0.5240 -3.2595
H: 3.8919 0.2464 -3.2714
H: 4.3148 -0.2772 -4.9278
H: 2.6388 0.0984 -4.5328
H: 3.6798 1.9900 -6.6871
H: 1.5602 2.4256 -6.9024
H: 1.4030 1.4809 -5.4409
H: 0.2200 3.7248 -5.4738
H: 1.7889 4.4955 -5.6092
H: 1.5915 4.7470 -3.3856
H: 2.1368 3.0958 -3.2194
H: 0.0156 3.9105 -1.9557
H: -0.8418 3.7374 -3.5036
H: -1.3885 1.8780 -1.3776
H: -0.3903 -0.0809 -1.9065
H: 0.9040 0.9892 -3.4201
H: 0.8808 1.6653 -1.2140
H: -0.3128 -0.3431 -4.8936
C: -3.6284 1.3172 0.3465
C: -3.6825 2.6706 0.6630
C: -3.7281 3.0796 1.9855
C: -3.7168 2.1365 3.0084
C: -3.6683 0.7754 2.6919
C: -3.6260 0.3780 1.3610
C: -3.6720 -0.2624 3.7498
O: -3.5975 -1.4447 3.4728
C: -3.7627 0.1861 5.1700
C: -3.8191 -0.7666 6.1795
C: -3.8906 -0.3673 7.5028
C: -3.8984 0.9861 7.8232
C: -3.8442 1.9388 6.8201
C: -3.7825 1.5438 5.4901
C: -3.7455 2.5921 4.4211
O: -3.7446 3.7692 4.7178
H: -3.5943 0.9844 -0.6894
H: -3.6847 3.4036 -0.1327
H: -3.7664 4.1299 2.2390
H: -3.5892 -0.6753 1.1233
H: -3.8073 -1.8149 5.9151
H: -3.9380 -1.1103 8.2881
H: -3.9476 1.2967 8.8587
H: -3.8501 2.9942 7.0543
C: 5.8340 -4.5112 0.2225
C: 5.9051 -4.1548 1.5653
C: 4.7681 -3.7354 2.2333
C: 3.5550 -3.6613 1.5599
C: 3.4873 -4.0027 0.2096
C: 4.6289 -4.4353 -0.4534
C: 2.2037 -3.8980 -0.5499
O: 2.1539 -4.2133 -1.7199
C: 1.0072 -3.3984 0.1788
C: -0.1855 -3.2375 -0.5143
C: -1.3133 -2.7844 0.1489
C: -1.2618 -2.4953 1.5088
C: -0.0721 -2.6478 2.2017
C: 1.0666 -3.0925 1.5429
C: 2.3371 -3.2210 2.3056
O: 2.3960 -2.9792 3.4936
H: 6.7231 -4.8442 -0.2970
H: 6.8505 -4.2050 2.0896
H: 4.8069 -3.4590 3.2777
H: 4.5590 -4.7037 -1.4983
H: -0.2172 -3.4596 -1.5716
H: -2.2368 -2.6476 -0.3988
H: -2.1432 -2.1409 2.0264
H: -0.0160 -2.4179 3.2567